1.
C2H6N2O | ωB97M-V/def2-TZVPD

Results
Orbital gap, eV: 10.32
Strongest force on any atom, eV/Å: 4.54
SMILES: CC(=O)NN
Total energy, a.u.: -264.4590
Energy relative to the best compared isomer or geometry (same formula, charge and spin), kJ/mol: 336.77

Geometry as XYZ:
```
11
Properties=species:S:1:pos:R:3:nbo_charge:R:1
C 0.869 -0.509 -0.174 0.6527
N -0.414 -1.037 -0.140 -0.4731
H 1.024 1.459 1.136 0.2467
H -2.269 -0.510 -0.662 0.3639
H -0.218 1.591 -0.494 0.2679
H -1.886 -0.045 0.938 0.3466
N -1.495 -0.206 -0.076 -0.6529
H 2.051 1.399 -0.667 0.2605
O 1.905 -1.207 -0.002 -0.6177
H -0.500 -2.019 0.232 0.3829
C 0.934 1.084 -0.090 -0.7775
```

***

2.
C2H6N2O | ωB97M-V/def2-TZVPD

Results
Orbital gap, eV: 10.33
Strongest force on any atom, eV/Å: 1.03
SMILES: CN(N)C=O
Total energy, a.u.: -264.5196
Energy relative to the best compared isomer or geometry (same formula, charge and spin), kJ/mol: 177.80

Geometry as XYZ:
```
11
Properties=species:S:1:pos:R:3:nbo_charge:R:1
H 1.338 -0.889 -0.986 0.1902
N -0.139 0.135 0.155 -0.3062
C 0.228 -0.769 -0.905 -0.4184
C -0.587 1.427 -0.065 0.5256
O -0.782 2.264 0.792 -0.5750
H 1.191 -0.419 1.542 0.3440
H -0.260 -1.767 -0.718 0.1970
H -0.165 -0.410 -1.859 0.2140
N 0.198 -0.207 1.455 -0.6245
H -0.704 1.650 -1.141 0.1066
H -0.318 -1.016 1.730 0.3467
```

***

3.
C2H6N2O | ωB97M-V/def2-TZVPD

Results
Orbital gap, eV: 10.27
Strongest force on any atom, eV/Å: 1.93
SMILES: CN(N)C=O
Total energy, a.u.: -264.5173
Energy relative to the best compared isomer or geometry (same formula, charge and spin), kJ/mol: 183.91

Geometry as XYZ:
```
11
Properties=species:S:1:pos:R:3:nbo_charge:R:1
H -1.413 -1.073 1.031 0.3514
C 1.025 -0.256 0.513 -0.4137
C -0.223 0.453 -1.422 0.5253
H 1.122 0.488 1.341 0.1886
N -1.415 -0.153 0.546 -0.6252
O -1.170 0.839 -2.090 -0.5882
H -1.467 0.597 1.302 0.3471
N -0.217 -0.039 -0.173 -0.2953
H 1.095 -1.247 0.962 0.1960
H 0.807 0.522 -1.801 0.0983
H 1.854 -0.130 -0.210 0.2157
```

***

4.
C2H6N2O | ωB97M-V/def2-TZVPD

Results
Orbital gap, eV: 10.34
Strongest force on any atom, eV/Å: 1.55
SMILES: [H]/N=C/N.C=O
Total energy, a.u.: -264.5188
Energy relative to the best compared isomer or geometry (same formula, charge and spin), kJ/mol: 179.91

Geometry as XYZ:
```
11
Properties=species:S:1:pos:R:3:nbo_charge:R:1
H 2.598 0.579 0.391 0.1195
H 1.341 -0.773 -0.173 0.1362
H -0.657 0.453 -1.059 0.4200
C -1.417 -0.486 0.662 0.2792
O 1.517 0.909 -1.224 -0.5503
N -1.191 -0.306 -0.665 -0.8343
H -1.009 -0.287 2.471 0.3414
N -0.571 -0.170 1.563 -0.7319
C 1.828 0.201 -0.297 0.2911
H -1.859 -0.667 -1.339 0.3854
H -2.404 -0.878 0.917 0.1438
```

***

5.
C2H6N2O | ωB97M-V/def2-TZVPD

Results
Orbital gap (spin up / spin down), eV: 7.87 / 2.98
Strongest force on any atom, eV/Å: 2.55
Total energy, a.u.: -264.1315
Net charge: +1
Energy relative to the best compared isomer or geometry (same formula, charge and spin), kJ/mol: 282.42
Multiplicity: 2

Geometry as XYZ:
```
11
Properties=species:S:1:pos:R:3:nbo_charge:R:1
N 1.194 -2.324 0.445 -0.1348
O -1.197 2.523 1.211 -0.4873
H 0.929 -0.696 -0.791 0.2724
C -1.142 1.410 0.735 0.5022
H 2.564 -1.706 -0.807 0.2922
H -0.954 0.569 1.415 0.1104
C 1.584 -1.473 -0.374 0.0158
H -1.556 2.056 -1.070 0.4232
H -0.523 0.704 -1.124 0.3685
H 0.302 -2.294 0.964 0.4420
N -1.202 1.232 -0.604 -0.8046
```

***

6.
C2H6N2O2 | ωB97M-V/def2-TZVPD

Results
Orbital gap, eV: 10.09
Strongest force on any atom, eV/Å: 5.26
SMILES: NC=O.NC=O
Total energy, a.u.: -339.8030
Energy relative to the best compared isomer or geometry (same formula, charge and spin), kJ/mol: 77.86

Geometry as XYZ:
```
12
Properties=species:S:1:pos:R:3:nbo_charge:R:1
C 1.787 0.602 0.325 0.5153
H 2.140 0.644 -0.734 0.1253
H -3.184 -1.234 -1.085 0.1282
O -2.651 0.608 -2.049 -0.6287
H 3.170 -0.804 0.546 0.4015
H -1.082 0.728 -0.097 0.4405
H 2.287 -0.373 2.021 0.4119
C -2.542 -0.326 -1.185 0.4962
N -1.679 -0.102 -0.135 -0.8249
N 2.519 -0.189 1.042 -0.7809
H -1.575 -0.839 0.567 0.3811
O 0.809 1.285 0.784 -0.6656
```

***

7.
C2H6N2O2 | ωB97M-V/def2-TZVPD

Results
Orbital gap, eV: 9.84
Strongest force on any atom, eV/Å: 3.58
SMILES: NCC(=O)NO
Total energy, a.u.: -339.7181
Energy relative to the best compared isomer or geometry (same formula, charge and spin), kJ/mol: 300.83

Geometry as XYZ:
```
12
Properties=species:S:1:pos:R:3:nbo_charge:R:1
H 0.164 0.560 1.614 0.2012
H 1.381 0.343 -0.715 0.3923
N 0.868 1.216 -0.458 -0.8434
O -2.239 -0.204 -0.193 -0.5687
H 1.196 -1.541 0.940 0.4748
O 1.084 -1.305 0.055 -0.5748
C -0.168 0.969 0.550 -0.3187
H 0.421 1.611 -1.330 0.3618
H -0.473 -1.908 -1.059 0.3887
H -0.860 1.815 0.648 0.2295
C -1.053 -0.181 0.049 0.6360
N -0.321 -1.375 -0.100 -0.3787
```

***

8.
C2H6N2O2 | ωB97M-V/def2-TZVPD

Results
Orbital gap, eV: 9.69
Strongest force on any atom, eV/Å: 7.56
Total energy, a.u.: -339.6577
Energy relative to the best compared isomer or geometry (same formula, charge and spin), kJ/mol: 459.28

Geometry as XYZ:
```
12
Properties=species:S:1:pos:R:3:nbo_charge:R:1
H -0.909 1.615 -1.584 0.2437
C 0.288 1.320 -1.465 -0.2786
N 0.457 -1.901 0.777 -0.6426
H 1.189 2.310 -1.057 0.1766
H 0.041 -2.950 1.136 0.3782
C -0.443 0.381 0.344 0.8700
H 0.634 0.997 -2.459 0.1938
N -0.535 -0.934 1.027 -0.5219
O -1.348 1.293 0.580 -0.6651
H -1.218 -0.846 1.854 0.3903
H 1.381 -1.561 1.403 0.3407
O 0.463 0.276 -0.556 -0.4850
```

***

9.
C2H6N2O2 | ωB97M-V/def2-TZVPD

Results
Orbital gap, eV: 8.77
Strongest force on any atom, eV/Å: 3.89
Total energy, a.u.: -339.6530
Energy relative to the best compared isomer or geometry (same formula, charge and spin), kJ/mol: 471.67

Geometry as XYZ:
```
12
Properties=species:S:1:pos:R:3:nbo_charge:R:1
H -0.007 -1.157 0.772 0.2672
O -1.612 -0.156 0.591 -0.2389
C -0.285 -0.017 0.780 -0.1979
H -0.079 0.423 1.766 0.2039
O -1.566 -1.754 0.136 -0.5153
H 2.385 1.107 -0.880 0.4005
N -0.012 0.990 -1.477 -0.7118
H -2.369 -2.041 -0.332 0.4748
H -1.018 0.832 -1.512 0.3483
H 2.220 0.579 0.738 0.3815
N 1.850 0.593 -0.197 -0.8177
C 0.493 0.601 -0.384 0.4053
```

***

10.
C2H6N2O3 | ωB97M-V/def2-TZVPD

Results
Orbital gap, eV: 9.12
Strongest force on any atom, eV/Å: 5.26
SMILES: O=NOO.C=NC
Total energy, a.u.: -414.7944
Energy relative to the best compared isomer or geometry (same formula, charge and spin), kJ/mol: 790.88

Geometry as XYZ:
```
13
Properties=species:S:1:pos:R:3:nbo_charge:R:1
C -0.307 -1.101 1.029 -0.0571
H -0.642 -0.805 2.031 0.1762
O -0.777 1.331 -0.350 -0.2131
H -2.422 2.109 -0.563 0.4703
H -1.030 -1.647 0.405 0.1456
O -2.164 1.405 0.054 -0.4128
N 0.898 -0.833 0.662 -0.4046
H 0.345 -1.243 -1.366 0.1772
N 0.103 2.082 0.597 0.3917
H 1.753 -2.136 -0.747 0.2068
C 1.224 -1.180 -0.714 -0.4535
O 1.153 2.416 0.097 -0.2318
H 1.867 -0.399 -1.135 0.2051
```

***

11.
C2H6N2OS | ωB97M-V/def2-TZVPD

Results
Orbital gap, eV: 9.36
Strongest force on any atom, eV/Å: 2.13
SMILES: COC(=S)NN
Total energy, a.u.: -662.6977
Energy relative to the best compared isomer or geometry (same formula, charge and spin), kJ/mol: 181.58

Geometry as XYZ:
```
12
Properties=species:S:1:pos:R:3:nbo_charge:R:1
C 1.234 1.779 0.120 -0.2546
H -2.407 0.452 1.068 0.3417
O 0.034 1.103 -0.237 -0.4964
S 1.290 -1.227 0.047 -0.2455
H -2.573 0.868 -0.482 0.3592
N -2.485 0.078 0.152 -0.6401
C -0.005 -0.191 -0.083 0.3930
H 1.578 1.600 1.085 0.1968
H 0.917 2.780 -0.085 0.1965
H 2.059 1.439 -0.494 0.2060
N -1.291 -0.675 -0.193 -0.4639
H -1.435 -1.674 0.125 0.4072
```

***

12.
C2H6N2OS2 | ωB97M-V/def2-TZVPD

Results
Orbital gap, eV: 9.47
Strongest force on any atom, eV/Å: 5.08
Total energy, a.u.: -1060.8458
Energy relative to the best compared isomer or geometry (same formula, charge and spin), kJ/mol: 201.26

Geometry as XYZ:
```
13
Properties=species:S:1:pos:R:3:nbo_charge:R:1
C 1.801 -0.046 0.549 -0.5732
N -2.147 0.245 -0.600 -0.6374
H -2.188 -0.671 -1.078 0.3804
S 2.907 -1.120 -0.383 -0.0087
H 1.809 -0.218 1.587 0.2310
S 1.825 1.682 -0.090 -0.0221
N -0.792 0.330 -0.179 -0.4942
H -0.245 1.100 -0.153 0.3919
H 2.498 1.508 -1.155 0.1373
O -0.233 -1.846 0.293 -0.6195
H -2.712 0.363 0.236 0.3671
H 1.979 -1.816 -1.067 0.1502
C 0.007 -0.673 0.182 0.6972
```

***

13.
C2H6N2P | ωB97M-V/def2-TZVPD

Results
Orbital gap, eV: 7.78
Strongest force on any atom, eV/Å: 5.08
Total energy, a.u.: -530.2553
Net charge: +1
Energy relative to the best compared isomer or geometry (same formula, charge and spin), kJ/mol: 408.12

Geometry as XYZ:
```
11
Properties=species:S:1:pos:R:3:nbo_charge:R:1
H 1.892 0.478 0.232 0.4802
N -1.296 -1.261 -0.160 -0.9681
P -1.783 0.236 0.010 0.9619
H 0.145 1.389 -1.514 0.2670
C -0.035 1.055 -0.437 -0.5080
H -1.550 -2.235 -0.239 0.4578
H 1.661 -1.870 -0.094 0.2626
N 0.942 0.104 -0.120 -0.5121
C 0.757 -1.146 -0.139 0.3552
H -0.011 2.028 0.094 0.2712
H -1.661 0.661 1.482 -0.0677
```

***

14.
C2H6N2S | ωB97M-V/def2-TZVPD

Results
Orbital gap, eV: 9.90
Strongest force on any atom, eV/Å: 3.06
SMILES: NC/C=N/S
Total energy, a.u.: -587.4475
Energy relative to the best compared isomer or geometry (same formula, charge and spin), kJ/mol: 148.45

Geometry as XYZ:
```
11
Properties=species:S:1:pos:R:3:nbo_charge:R:1
H -1.589 -0.096 1.264 0.2030
H -0.433 -1.395 0.748 0.1902
C -0.972 -0.509 0.425 -0.2722
C 0.193 0.461 0.189 0.1066
H -0.124 1.303 -0.457 0.1491
N -1.607 -0.600 -0.866 -0.8268
H -0.956 -0.481 -1.606 0.3632
H 3.561 1.087 0.821 0.1231
S 2.608 1.384 -0.093 0.1460
N 1.431 0.249 0.507 -0.5452
H -2.113 -1.405 -0.930 0.3630
```

***

15.
C2H6N2S | ωB97M-V/def2-TZVPD

Results
Orbital gap, eV: 8.29
Strongest force on any atom, eV/Å: 6.57
Total energy, a.u.: -587.2604
Energy relative to the best compared isomer or geometry (same formula, charge and spin), kJ/mol: 639.67

Geometry as XYZ:
```
11
Properties=species:S:1:pos:R:3:nbo_charge:R:1
C -0.914 -0.263 0.122 0.0877
H -0.017 -2.203 0.492 0.4074
N 1.446 -0.884 0.011 -0.5997
H 1.344 0.440 0.332 0.3379
H -1.466 1.664 -0.527 0.3262
H -0.255 1.673 1.183 0.2446
H 1.832 -1.077 -1.157 0.3366
S -2.589 -0.677 -0.044 -0.1944
N 0.144 -1.152 0.071 -0.4363
H 0.895 1.314 -0.406 0.2266
C -0.422 1.163 -0.077 -0.7367
```

***

16.
C2H6N2S | ωB97M-V/def2-TZVPD

Results
Orbital gap, eV: 9.11
Strongest force on any atom, eV/Å: 4.55
Total energy, a.u.: -587.3918
Energy relative to the best compared isomer or geometry (same formula, charge and spin), kJ/mol: 294.72

Geometry as XYZ:
```
11
Properties=species:S:1:pos:R:3:nbo_charge:R:1
H -2.889 0.514 0.821 0.3811
S -1.046 0.384 -0.676 0.4315
H 1.722 1.080 -1.761 0.2003
H 2.450 0.990 -0.026 0.2021
C 2.046 0.488 -0.860 -0.5952
C 0.270 -0.297 0.167 0.1225
H -2.892 -0.854 -0.108 0.3747
N 0.473 -0.774 1.272 -0.6892
N -2.323 -0.201 0.369 -0.9987
H 2.541 -0.407 -1.113 0.1970
H -0.351 -0.923 1.915 0.3739
```

***

17.
C2H6N2S | ωB97M-V/def2-TZVPD

Results
Orbital gap, eV: 8.74
Strongest force on any atom, eV/Å: 5.86
Total energy, a.u.: -587.2109
Energy relative to the best compared isomer or geometry (same formula, charge and spin), kJ/mol: 769.67

Geometry as XYZ:
```
11
Properties=species:S:1:pos:R:3:nbo_charge:R:1
C 1.470 -0.040 -0.108 0.2093
H -1.989 0.430 0.719 0.2072
H -1.702 -1.434 1.135 0.1148
H 1.949 0.955 -0.574 0.2159
N -0.065 -0.035 -0.127 -0.7210
H 1.046 -1.907 0.131 0.3179
H 0.039 2.049 0.677 0.1936
C -0.872 1.120 -0.113 -0.4054
N 2.125 -1.180 -0.067 -0.5912
S -1.014 -1.456 -0.259 0.2298
H -0.987 1.497 -1.413 0.2291
```

***

18.
C2H6N2S | ωB97M-V/def2-TZVPD

Results
Orbital gap, eV: 9.44
Strongest force on any atom, eV/Å: 1.88
SMILES: CS/C=N/N
Total energy, a.u.: -587.4437
Energy relative to the best compared isomer or geometry (same formula, charge and spin), kJ/mol: 158.32

Geometry as XYZ:
```
11
Properties=species:S:1:pos:R:3:nbo_charge:R:1
S -1.544 0.875 -0.697 0.2916
C -0.482 0.140 -1.923 -0.7788
H 0.966 0.060 2.599 0.3316
H 2.036 -0.702 1.753 0.3551
N 1.041 -0.673 1.940 -0.6316
H -1.187 0.424 1.545 0.1642
H -0.512 0.581 -2.950 0.2331
H 0.541 0.254 -1.546 0.2491
H -0.668 -0.928 -2.062 0.2246
C -0.670 0.239 0.640 -0.1312
N 0.479 -0.269 0.700 -0.3076
```

***

19.
C2H6N2S | ωB97M-V/def2-TZVPD

Results
Orbital gap (spin up / spin down), eV: 9.00 / 6.86
Strongest force on any atom, eV/Å: 4.40
Total energy, a.u.: -587.3397
Energy relative to the best compared isomer or geometry (same formula, charge and spin), kJ/mol: 0.00
Multiplicity: 3

Geometry as XYZ:
```
11
Properties=species:S:1:pos:R:3:nbo_charge:R:1
H -3.144 0.751 0.375 0.3344
H 2.252 -0.591 0.881 0.2281
H 2.433 0.390 -0.583 0.2388
N -2.404 0.477 -0.246 -0.8844
N 0.130 0.782 -1.243 -0.5751
H -0.949 0.987 -1.123 0.4185
C 1.933 -0.464 -0.094 -0.6833
S -0.740 -0.887 0.790 0.2122
C 0.502 0.016 -0.338 0.1485
H -2.763 -0.429 -0.566 0.3236
H 2.260 -1.403 -0.730 0.2387
```

***

20.
C2H6N2S2 | ωB97M-V/def2-TZVPD

Results
Orbital gap, eV: 9.19
Strongest force on any atom, eV/Å: 1.69
SMILES: CSC(=S)NN
Total energy, a.u.: -985.6575
Energy relative to the best compared isomer or geometry (same formula, charge and spin), kJ/mol: 68.27

Geometry as XYZ:
```
12
Properties=species:S:1:pos:R:3:nbo_charge:R:1
H 2.605 -0.357 -0.894 0.2341
S 0.819 2.077 -0.054 -0.1678
C -0.133 0.714 -0.064 -0.0957
H -2.675 -0.696 -0.768 0.3578
S 0.361 -0.975 -0.134 0.2599
H -1.789 1.752 0.016 0.3950
C 2.151 -0.715 0.027 -0.7434
H -2.290 -0.824 0.785 0.3569
N -2.532 -0.144 0.049 -0.6338
N -1.492 0.819 -0.104 -0.4421
H 2.603 -1.682 0.354 0.2296
H 2.371 0.030 0.786 0.2497
```